# 1
Molecular formula: C7H10
Method: DFT, ωB97M-V/def2-TZVPD

Computed properties:
* M: 94.157 g/mol
* max |F|: 0.47 eV/Å
* E_tot: -7418.5151 eV
* HOMO-LUMO gap: 10.284 eV
* SMILES: C#C[C@@H]1[C@H](C)[C@@H]1C
* E_HOMO: -0.3384 hartree
* total charge: 0
* energy above the lowest of the compared OMol25 structures with the same formula, charge and spin: 243.10 kJ/mol

Last column: Mulliken charge in e.
Cartesian coordinates (Å):
C (-0.23, 1.47, 0.73)  -1.46
C (-0.28, 0.88, -0.66)  0.10
C (0.69, -0.20, -1.04)  0.16
C (1.86, -0.61, -0.17)  -1.43
C (-0.77, -0.55, -0.81)  -0.41
C (-1.38, -1.14, 0.36)  -0.77
C (-2.06, -1.46, 1.30)  0.27
H (0.33, 2.41, 0.74)  0.36
H (-1.24, 1.67, 1.12)  0.38
H (0.25, 0.79, 1.45)  0.30
H (-0.60, 1.57, -1.44)  0.36
H (0.93, -0.21, -2.10)  0.40
H (2.43, -1.41, -0.65)  0.38
H (2.54, 0.24, -0.03)  0.29
H (1.55, -0.97, 0.81)  0.32
H (-1.32, -0.78, -1.72)  0.34
H (-2.70, -1.70, 2.12)  0.40

***

# 2
Molecular formula: C7H10
Method: DFT, ωB97M-V/def2-TZVPD

Computed properties:
* M: 94.157 g/mol
* max |F|: 3.97 eV/Å
* E_tot: -7416.6152 eV
* HOMO-LUMO gap: 10.006 eV
* SMILES: C[C@]12C[C@@H]3[C@H](C1)[C@@H]32
* E_HOMO: -0.3288 hartree
* total charge: 0
* energy above the lowest of the compared OMol25 structures with the same formula, charge and spin: 426.42 kJ/mol

Last column: Mulliken charge in e.
Cartesian coordinates (Å):
C (0.93, 1.73, 0.30)  -1.52
C (0.27, 0.30, 0.17)  0.84
C (0.95, -0.85, -0.55)  -0.59
C (-0.45, -1.25, -0.99)  -0.44
C (-1.41, -0.98, 0.23)  -0.44
C (-0.54, -0.38, 1.34)  -0.87
C (-1.01, 0.11, -0.71)  -0.52
H (1.93, 1.75, 0.75)  0.31
H (1.01, 1.99, -0.75)  0.39
H (0.38, 2.59, 0.76)  0.40
H (1.51, -1.55, 0.08)  0.26
H (1.56, -0.45, -1.36)  0.34
H (-0.70, -1.89, -1.83)  0.39
H (-2.36, -1.54, 0.23)  0.39
H (-0.05, -1.11, 2.01)  0.26
H (-0.39, 0.72, 1.56)  0.34
H (-1.64, 0.82, -1.23)  0.46